Density functional theory data (ωB97M-V/def2-TZVPD) for the molecule C2HNO2.

Geometry as XYZ:
```
6
Properties=species:S:1:pos:R:3
C 0.4674 -0.0430 -0.2662
C -0.9362 0.3827 0.1070
H 0.5335 -0.6092 1.6520
N -2.0610 0.4523 0.4968
O 1.0464 -0.8410 0.7417
O 1.0419 0.2667 -1.2635
```

ΔE to the lowest compared entry with this formula, charge and spin: 110.11 kJ/mol
total charge: 0
structure (SMILES): N#CC(=O)O
HOMO-LUMO gap: 11.8 eV


Density functional theory data (ωB97M-V/def2-TZVPD) for the molecule C2HNO3.

Geometry as XYZ:
```
7
Properties=species:S:1:pos:R:3
C -0.5771 0.2956 -0.1133
C -1.1217 -0.9137 -0.0260
N 0.5989 1.0594 0.1206
O -1.7543 -1.8378 0.1935
O 2.5243 -0.2685 0.0437
O 1.8280 0.8272 0.1800
H -1.4981 0.8378 -0.3985
```

ΔE to the lowest compared entry with this formula, charge and spin: 765.90 kJ/mol
total charge: 0
HOMO-LUMO gap (spin up / spin down): 8.7 / 8.2 eV


Density functional theory data (ωB97M-V/def2-TZVPD) for the molecule C2HNO3.

Geometry as XYZ:
```
7
Properties=species:S:1:pos:R:3
C -0.1870 -0.7355 0.4571
C 0.8321 -1.8406 0.5742
N -1.7324 -0.3396 0.1233
O -2.5395 -1.2589 0.0946
O -1.8943 0.8256 -0.1429
O 0.4940 -1.4701 -0.5854
H 0.2651 0.3865 0.5951
```

ΔE to the lowest compared entry with this formula, charge and spin: 724.41 kJ/mol
total charge: 0
HOMO-LUMO gap: 10.4 eV


Density functional theory data (ωB97M-V/def2-TZVPD) for the molecule C2HNO4.

Geometry as XYZ:
```
8
Properties=species:S:1:pos:R:3
C -1.3035 0.0097 -1.1873
C -0.2403 -0.3367 -0.2883
N 0.7225 -1.8045 -0.2131
O 0.0823 -2.7682 0.0294
O -1.7042 0.4910 -2.1753
O 1.8702 -1.6314 -0.4314
O -1.6431 -0.5169 -0.0244
H 0.3004 0.3710 0.3301
```

ΔE to the lowest compared entry with this formula, charge and spin: 420.87 kJ/mol
total charge: 0
structure (SMILES): O=C1O[C@H]1[N+](=O)[O-]
HOMO-LUMO gap: 11.3 eV


Density functional theory data (ωB97M-V/def2-TZVPD) for the molecule C2HNO4.

Geometry as XYZ:
```
8
Properties=species:S:1:pos:R:3
C 1.5080 0.8318 -0.1475
C 0.1372 0.5276 0.2870
N -0.9015 1.4550 0.0157
O -0.8158 2.5386 0.5099
O 2.2553 1.1082 -0.9945
O -1.6202 1.0570 -0.8619
O 1.2813 0.8369 1.1319
H -0.1440 -0.4895 0.2594
```

ΔE to the lowest compared entry with this formula, charge and spin: 390.13 kJ/mol
total charge: 0
structure (SMILES): O=C1O[C@H]1[N+](=O)[O-]
HOMO-LUMO gap: 10.9 eV


Density functional theory data (ωB97M-V/def2-TZVPD) for a cluster of 2 separate species, C2HNO4 in total.

Geometry as XYZ:
```
8
Properties=species:S:1:pos:R:3
C -2.2207 -0.8874 -0.3028
C 0.5917 -0.2683 1.1676
N 0.8955 -0.7771 0.0163
O -3.0432 -1.5831 0.1111
O -1.4406 -0.1469 -0.7491
O 1.6945 -0.9817 -0.8781
O -0.2118 -0.5444 2.0424
H 1.4084 0.6021 0.9825
```

ΔE to the lowest compared entry with this formula, charge and spin: 318.24 kJ/mol
total charge: 0
structure (SMILES): O=CN=O.O=C=O
HOMO-LUMO gap (spin up / spin down): 8.0 / 7.8 eV


Look up the ΔE to the lowest compared entry with this formula, charge and spin of the fifth one.
390.13 kJ/mol


Which value of ΔE to the lowest compared entry with this formula, charge and spin does entry 1 give?
110.11 kJ/mol


Among the records above, which one has the highest ΔE to the lowest compared entry with this formula, charge and spin?
number 2